16
Properties=species:S:1:pos:R:3:forces:R:3:nbo_charge:R:1 method="wB97M-V/def2-TZVPD" energy_ha=-648.46733 charge=-1 multiplicity=1 lumo_ev=3.54 largest_force_ha_per_bohr=0.0233
C 2.044915 -1.318511 0.639669 -0.7599 0.6327 0.3582 -0.762
S 2.805341 0.321598 0.646462 -0.0663 0.3471 0.2527 0.083
C 1.424046 1.451248 0.252841 0.0399 -0.5257 0.2914 -0.767
H 2.177422 -1.736633 -0.325605 0.5013 -0.7952 -0.7405 0.200
H 0.958999 -1.290048 0.754132 -0.0342 0.4587 0.2463 0.301
H 2.478323 -1.876209 1.454770 0.2734 -0.3991 0.0020 0.197
H 1.843338 2.174472 -0.440621 -0.3118 0.0821 -0.2018 0.191
H 0.579801 0.823437 -0.104421 0.2550 0.2417 -0.1978 0.313
H 1.049030 1.951389 1.147951 0.2205 0.0318 0.0190 0.197
N -2.995175 -0.487436 -0.912907 -0.0618 -0.2002 0.0301 -0.913
C -1.904417 0.313587 -0.253430 0.2180 -0.0761 0.0192 0.130
O -0.854094 -0.442952 0.099681 0.0963 0.0365 -0.3180 -0.971
H -2.931900 -0.433632 -1.927332 0.2091 0.2169 0.0955 0.321
H -2.644427 -1.420723 -0.706679 -0.2605 -0.1373 0.0529 0.354
H -1.686909 1.163029 -0.947785 0.1616 -0.0075 -0.2100 0.053
H -2.344294 0.807384 0.623272 -0.4806 0.0934 0.3008 0.074